No. 1
Molecular formula: C6H13NO2
Method: DFT, the ωB97M-V functional and the def2-TZVPD basis

Values from the calculation:
Structure (SMILES): C=C(C)OC.CNC=O
Relative energy (zero: lowest compared OMol25 entry of this formula, charge and spin) (eV): 3.340
Strongest force on any atom (eV/A): 4.204
HOMO-LUMO gap (eV): 9.1
Highest occupied orbital energy (eV): -8.33

Each line ends with the Mulliken charge.
Cartesian coordinates (Å):
C 1.4699 -0.9637 -1.7632  -0.79
C 1.0885 1.7644 0.6277  -1.48
C 0.7681 0.3305 0.3074  1.07
C 1.1113 -0.6819 1.1147  -1.12
O 0.8269 0.1770 -1.2436  -0.39
H 2.3024 -1.2760 -1.1232  0.36
H 1.8607 -0.7089 -2.7497  0.27
H 0.7598 -1.7954 -1.8308  0.29
H 2.1675 1.9048 0.6809  0.36
H 0.7168 2.4168 -0.1614  0.39
H 0.6506 2.0573 1.5824  0.32
H 0.9319 -1.7151 0.8683  0.36
H 1.5209 -0.4723 2.0891  0.28
C -2.0402 -0.2204 1.2567  -0.91
N -1.3953 0.3772 0.0925  -0.17
C -1.4719 -0.3124 -1.1596  0.11
O -1.5877 -1.5110 -1.2243  -0.54
H -1.5470 1.3750 0.0087  0.31
H -1.5756 0.3740 -2.0124  0.34
H -3.1005 0.0340 1.2912  0.33
H -1.9052 -1.2964 1.1880  0.31
H -1.5519 0.1424 2.1605  0.30

Atoms 1-3, force components in eV/Å:
0.079 -0.500 0.471
-0.537 -0.073 -0.185
3.332 -0.870 -2.411

No. 2
Molecular formula: C6H13NO2
Method: DFT, the ωB97M-V functional and the def2-TZVPD basis

Values from the calculation:
Structure (SMILES): COC(C)=O.C=CCN
Relative energy (zero: lowest compared OMol25 entry of this formula, charge and spin) (eV): 1.675
Strongest force on any atom (eV/A): 1.516
HOMO-LUMO gap (eV): 10.1
Highest occupied orbital energy (eV): -9.24

Each line ends with the Mulliken charge.
Cartesian coordinates (Å):
C 1.2107 -1.4626 0.8729  -0.36
C 1.0382 2.3740 0.6950  -1.10
C 0.2613 1.6379 -0.3554  0.88
N 1.8555 -1.9752 -0.3167  -0.66
O 0.7336 1.1976 -1.3881  -0.57
H 1.7413 -1.3058 -1.0780  0.30
H 1.3927 -2.8348 -0.6051  0.28
H 1.5083 -2.0782 1.7273  0.35
H 1.5862 -0.4581 1.0856  0.06
H 0.5296 2.3287 1.6617  0.29
H 1.1673 3.4156 0.3931  0.32
H 2.0120 1.8942 0.8200  0.35
C -1.9980 1.2552 -1.0464  -0.70
C -0.3378 -1.4741 0.8368  0.08
C -1.1127 -1.9874 -0.1331  -0.94
O -1.0707 1.5740 -0.0009  -0.28
H -0.7865 -1.3164 1.8159  0.29
H -1.5237 0.9445 -1.9808  0.34
H -2.6414 2.1194 -1.2295  0.27
H -2.6419 0.4516 -0.6796  0.22
H -0.7569 -2.1325 -1.1472  0.24
H -2.1670 -2.1678 0.0521  0.33

Atoms 1-3, force components in eV/Å:
-1.089 0.150 -0.395
0.166 -0.497 0.539
-0.486 -0.296 -0.721